{"formula": "C39H63Br6Cl3N2O20Zr", "method": "ωB97M-V/def2-TZVPD", "elements": ["H", "H", "H", "H", "H", "H", "H", "Cl", "O", "O", "H", "Zr", "C", "H", "H", "H", "C", "H", "O", "C", "C", "C", "H", "H", "H", "H", "C", "O", "C", "C", "C", "O", "H", "H", "H", "O", "H", "H", "C", "H", "C", "H", "H", "C", "O", "H", "O", "H", "C", "H", "Br", "C", "H", "H", "H", "O", "H", "C", "O", "O", "C", "C", "C", "C", "O", "H", "H", "H", "C", "H", "H", "H", "H", "H", "H", "C", "C", "O", "C", "H", "C", "C", "O", "H", "N", "H", "H", "C", "H", "C", "H", "H", "Cl", "O", "N", "O", "C", "O", "C", "C", "H", "H", "C", "C", "H", "Br", "Cl", "C", "H", "H", "C", "Br", "H", "H", "C", "H", "C", "Br", "H", "H", "O", "Br", "C", "H", "C", "H", "O", "H", "H", "Br", "H", "O", "C", "H"], "positions_angstrom": [[1.303556, -7.109398, 0.285334], [-3.237198, -5.009215, -3.669780], [1.057246, 1.221866, 6.184158], [3.948948, -0.069917, -3.595921], [-4.304862, -3.642287, -3.585549], [2.389277, -4.787991, 4.629093], [2.423818, 6.787465, 0.276662], [-1.270842, 1.022188, -6.713578], [-5.775871, 1.347111, -2.291123], [1.288720, -3.294284, 1.233075], [-7.226003, 1.195381, -0.900989], [-0.802562, -2.671166, 1.454868], [3.196933, -4.412338, -0.729664], [-5.681742, 1.020320, -0.139191], [-0.102178, -5.275941, -0.425312], [4.566273, -4.533027, 1.835925], [3.881861, -4.156249, 2.593977], [2.647736, 0.680672, -4.496126], [-0.372736, -0.743877, 0.431388], [2.267396, -6.664016, 0.037704], [2.143131, 5.109452, 2.970904], [1.270411, 0.824961, -0.179325], [1.831681, 1.712376, -2.136408], [1.711085, 1.997208, 4.674939], [3.502239, -8.004326, 1.381325], [4.152068, -4.799802, -0.370708], [-0.798775, 2.368036, -1.374707], [2.927839, 5.608551, 2.016818], [-4.955169, 1.250490, 2.818888], [4.339963, -1.425616, -6.162088], [2.866479, -6.409366, 2.470910], [-5.851142, 2.775875, 4.223254], [1.701725, -1.590739, -4.899376], [3.601198, -6.684642, 3.225948], [-5.592394, 3.370196, 0.027352], [5.067423, -1.710709, -7.045975], [0.638866, 3.894458, -1.660353], [0.418006, 7.046303, 1.506162], [2.144754, -0.387452, -0.682844], [3.325625, -3.329587, -0.631934], [0.499539, 3.034989, -0.998780], [3.753866, -3.071485, 2.629684], [2.493889, 2.539340, -0.724392], [-6.846330, 2.125908, 3.587267], [0.854626, 5.456442, 2.707444], [0.938779, 1.963597, 1.501916], [2.466577, 4.558509, 3.974816], [-2.707834, 2.527887, 0.612213], [-6.235421, 3.073653, -0.800250], [1.930491, -6.895827, 2.759629], [-1.406825, 6.704591, -1.341754], [-5.280869, 2.509584, -2.780249], [-4.412998, 1.207970, 1.868485], [-1.080488, 1.579282, 5.809724], [0.435383, 3.501399, -0.010025], [-0.962995, 0.612379, 4.034863], [-3.888712, 2.213633, 4.360320], [3.339824, -0.159639, -4.499450], [-2.985221, -3.916552, -1.926087], [3.453993, -2.227196, -5.564208], [2.130629, 5.918940, 0.860518], [-1.869977, -3.238528, -1.743596], [-2.969126, 6.932491, -0.235754], [-0.668701, 1.481137, -5.142583], [4.212577, -0.183535, -5.619791], [1.492844, -3.593749, 3.849177], [1.965354, -1.333081, -0.173529], [-4.598252, 0.326959, 3.287268], [-3.299984, -3.972840, -3.340178], [5.218327, 1.291791, 0.350705], [-7.240234, 3.473738, -0.704618], [-1.616098, 3.072966, -1.554925], [-3.325481, 0.338724, -0.661630], [0.973189, -5.700030, -1.836609], [2.637107, 1.704590, 1.364526], [-0.025431, -0.312118, 3.919950], [2.732998, -1.569673, -4.549412], [-1.430175, -2.658479, -2.844053], [0.812747, -5.054588, -0.979238], [3.209873, -0.168071, -0.589003], [-1.909627, 1.815396, 0.801711], [1.622209, 2.012049, -1.111075], [-1.341297, -3.064810, -0.662531], [-2.266184, -0.426373, -1.716103], [-0.135816, 0.340275, -0.234228], [0.831144, -5.261539, 3.743548], [-1.420047, 2.014988, -4.571938], [0.970459, 1.329470, 5.104131], [1.476264, 0.364000, 1.934846], [2.547324, -4.896917, 2.454910], [3.184412, -4.489403, -1.820148], [-0.678271, 2.010641, -2.403641], [0.800491, 2.525434, -5.186869], [-7.992060, 2.247613, 3.818073], [1.703729, -4.622753, 1.300290], [-4.581736, 2.620842, -3.748261], [2.043898, -5.142575, -0.030644], [-6.325759, 1.373420, 2.556588], [-2.148981, -3.166343, -3.961087], [-1.274161, 1.233097, -0.467498], [-1.148024, 2.376706, 1.347120], [-2.300768, 0.934969, 1.314362], [5.899107, 2.067788, 0.029357], [-0.523648, 1.685830, 4.881520], [0.775074, -4.011183, -1.307338], [5.265857, 2.682411, -1.710563], [-0.416503, -0.019880, -4.231004], [-2.419812, 0.551156, -1.241284], [-0.044844, 5.473938, 0.798940], [4.284080, -6.605631, 0.738094], [0.689490, 5.995430, 1.403331], [-2.873005, 8.531628, 0.937513], [2.708706, -7.110773, -0.851666], [2.330810, 5.062073, 0.210493], [3.323329, -6.959306, 1.114848], [-2.577316, -2.312577, -4.484802], [1.684545, 1.193824, 1.260436], [7.615102, 1.088729, -0.122608], [-0.565716, 2.700197, 4.488865], [-2.784024, 1.101273, -2.113616], [-5.544125, 3.520822, -1.970731], [-3.058346, 5.343941, 0.938227], [-6.188941, 1.537793, -0.953751], [4.347462, -4.343574, 3.562904], [-4.592764, 2.515839, 3.592114], [-1.471251, -3.756713, -4.572499], [1.068423, 0.033756, 4.515618], [-3.885987, 6.980681, -0.807318], [2.839367, -2.055814, -3.580377], [5.932755, 3.353326, 1.472315], [-4.338852, 3.344918, 2.935306], [-0.130186, -1.258896, 3.142331], [1.738769, -4.660546, 3.766737], [1.910997, -0.414680, -1.749108]], "atomic_forces_ev_per_a": [[0.072, -0.282, -0.070], [-0.032, -0.083, 0.325], [0.815, 0.001, -0.136], [0.096, 0.124, -0.023], [0.048, 0.467, 0.548], [-0.229, -0.714, 0.055], [0.401, 0.299, 0.696], [0.096, 0.445, -0.161], [0.851, -0.384, -0.098], [-3.161, 1.436, 0.334], [0.148, -0.279, 0.052], [6.629, 3.952, -3.464], [1.194, 0.276, -0.089], [0.790, -0.081, -0.593], [-0.030, -0.391, -0.164], [0.172, 0.580, -0.095], [-0.172, 0.422, -0.098], [-0.048, -0.163, -0.540], [-1.245, -3.939, 2.567], [1.455, -0.262, 1.675], [-0.831, 1.272, 0.143], [2.647, -1.671, -0.072], [-0.262, -0.054, -0.063], [-0.058, -0.006, -0.097], [-0.236, -0.262, -0.889], [0.027, -0.112, -0.236], [-0.171, 0.372, -1.131], [0.523, 0.303, -0.190], [1.813, 0.095, -1.656], [-0.328, 0.984, 0.151], [-0.270, 0.369, -0.899], [0.251, 0.238, 0.330], [-0.128, 0.132, 0.407], [0.000, 0.476, 0.191], [-0.377, 0.283, 0.227], [0.086, -0.124, 0.030], [0.208, -0.147, -0.157], [-0.328, -0.077, 0.012], [-0.457, 0.953, -0.126], [-0.751, 0.023, 0.714], [-0.478, 0.492, -0.437], [0.083, 0.035, -0.723], [0.383, -0.607, -0.029], [-0.083, 0.490, -0.441], [-0.784, -1.095, 0.271], [0.198, 0.100, 0.538], [0.241, -0.428, -0.202], [-0.158, -0.213, -0.456], [1.238, -0.607, 0.461], [0.074, -0.346, -0.200], [-0.450, 0.365, -0.201], [1.411, -0.121, -0.589], [-0.265, 0.288, -0.152], [-0.067, 0.305, -0.068], [0.148, -0.329, 0.159], [-0.852, -0.255, -0.731], [0.372, 0.795, 0.025], [0.680, -0.814, 0.395], [0.209, -0.067, 0.446], [0.222, -1.388, 0.261], [-0.151, -1.156, -0.698], [-1.160, 0.542, -1.521], [0.551, 0.196, 1.372], [0.127, 0.187, 0.122], [0.327, 0.939, -0.262], [-0.297, 0.010, -0.176], [-0.222, 0.062, -0.059], [-0.892, -0.033, 0.637], [0.720, -0.916, -0.688], [-0.135, 0.110, -0.106], [0.083, 0.168, -0.246], [-0.081, 0.129, 0.724], [0.159, 0.371, 0.417], [-0.164, -0.117, 0.026], [0.335, -0.574, -0.079], [-0.052, 1.673, -1.104], [-0.745, 0.524, -0.203], [0.647, -0.473, 1.282], [0.629, 1.518, 0.754], [-0.037, 0.225, 0.061], [0.976, -0.486, 0.150], [-1.075, 0.748, 1.131], [-0.326, -0.287, 1.649], [0.945, 0.069, 0.303], [0.221, 1.242, -0.571], [0.031, -0.156, 0.408], [-0.084, 0.204, -0.323], [-1.163, 0.308, 1.216], [0.639, -0.043, -0.001], [0.635, -0.718, 2.338], [-0.172, -0.692, 0.072], [0.276, -0.491, 0.203], [-0.734, -0.616, -0.049], [-0.343, -0.167, 0.066], [-1.167, -0.506, -0.024], [-0.641, -0.499, 0.226], [-0.642, -0.266, -1.912], [-0.142, -0.411, 0.685], [-1.178, 0.408, -0.752], [-1.120, 0.751, -1.452], [-0.138, -0.273, 0.457], [0.079, 0.362, 0.697], [0.578, -0.794, 0.096], [1.293, -0.035, 0.805], [-0.254, -0.166, -0.278], [0.327, 0.066, 0.640], [0.397, -0.112, 0.395], [-1.064, -1.309, -0.678], [0.000, -0.203, 0.257], [0.080, 0.298, 0.418], [1.397, 0.873, 0.059], [-0.019, -0.872, -0.903], [-0.630, 0.470, -0.571], [-0.486, 0.003, -0.239], [-0.568, -0.415, 0.902], [0.487, -0.026, -0.283], [-2.134, 0.731, -0.197], [-0.718, 0.643, -0.040], [-0.722, -0.309, -0.595], [0.201, 0.539, 0.283], [-0.719, 0.763, 0.400], [-0.281, 0.327, -0.286], [-2.665, 0.710, 0.321], [-0.185, -0.498, -0.010], [-1.041, -1.360, 0.189], [-0.085, 0.110, -0.062], [0.905, -1.353, -0.047], [0.130, -0.023, -0.141], [-0.024, -0.326, -0.150], [-0.091, -0.060, -0.627], [0.319, 0.110, 0.270], [-0.724, -1.345, 0.648], [0.322, 1.289, -1.045], [0.123, -0.667, -0.044]], "homo_energy_ev": -12.953, "energy_ha": -20009.2031, "total_charge": 2, "max_force_ev_per_a": 8.5, "orbital_gap_ev": 5.26}



{"formula": "C34H32N3O3", "method": "ωB97M-V/def2-TZVPD", "elements": ["H", "H", "H", "O", "H", "H", "C", "C", "C", "C", "H", "N", "C", "C", "H", "C", "H", "H", "C", "H", "C", "H", "C", "C", "C", "H", "C", "H", "H", "H", "C", "C", "C", "N", "H", "H", "H", "H", "C", "C", "C", "C", "C", "C", "C", "C", "C", "H", "O", "H", "C", "H", "H", "H", "C", "C", "H", "H", "C", "H", "O", "H", "C", "N", "C", "C", "H", "H", "C", "H", "C", "H"], "positions_angstrom": [[-5.247713, 0.935965, -1.355382], [-2.613661, 1.693657, 2.752774], [-4.859795, -1.027874, -2.150134], [-3.028301, 4.207504, 0.986191], [4.518153, 3.194720, -2.474612], [-5.023591, 1.127300, 2.611701], [0.420249, -0.935791, 1.998112], [4.333334, -1.894058, -2.806163], [-4.299383, 2.606913, -0.351351], [-3.081679, 3.110121, 0.184576], [5.259867, 3.510603, -4.079807], [2.344807, -2.693543, -1.524806], [-4.238822, 4.978037, 1.176243], [-1.909801, 1.147810, -0.545553], [3.535016, 3.023841, -3.972028], [-4.284260, 0.326148, 2.636039], [-1.160723, -1.852545, -1.851961], [-0.931964, 2.791493, 0.409372], [3.866423, -1.859422, 2.780046], [-5.737105, -1.273828, 2.618570], [3.752011, 0.517808, 2.500132], [4.716911, -2.890101, -3.003461], [0.468254, 0.238399, -0.516514], [4.383929, 0.531025, -3.083800], [3.246906, 0.692544, -2.242075], [1.928949, -2.866372, 2.648237], [-2.930695, 0.653033, 2.675964], [-3.632805, -1.524429, -3.348028], [4.175529, 1.516838, 2.458868], [5.598625, -0.555916, 2.817227], [4.535549, 2.908138, -3.534188], [-0.523097, 0.055243, 2.363175], [1.410458, -0.701558, -0.985713], [1.759076, -0.803647, 2.348318], [-3.920326, 5.845681, 1.751660], [2.600813, -4.602340, -0.681265], [1.742603, 1.288491, 2.254821], [5.803643, -0.826266, -3.983058], [4.930549, -0.760392, -3.341045], [-2.353402, -1.690577, 2.711720], [-3.861852, -1.455309, -2.274417], [3.207011, -1.718248, -2.013556], [-4.327452, 1.352386, -0.956020], [1.275556, -2.098044, -0.922837], [-1.863243, 2.396739, 0.017842], [-0.893045, 0.125479, -0.806912], [-3.708932, -2.023672, 2.722616], [0.467728, -2.678518, -0.490109], [-0.227542, 1.269235, 2.468086], [3.441159, -4.305748, -2.235813], [-1.569142, -0.930038, -1.453982], [-4.667957, 5.297582, 0.216184], [-1.587339, -2.459434, 2.811957], [2.824470, 1.676351, -2.030578], [-1.958848, -0.354661, 2.580477], [2.384486, 0.424942, 2.356577], [0.112450, -1.960916, 1.791293], [4.410118, -2.780256, 2.979224], [-4.679643, -1.019238, 2.639873], [-3.830758, -2.471071, -1.857973], [5.018500, 1.559537, -3.703296], [-5.214099, 3.190215, -0.248684], [2.503671, -1.943451, 2.603507], [-2.890422, -0.614869, -1.593501], [4.521556, -0.625635, 2.701258], [-3.134716, 0.642820, -1.045778], [-3.996674, -3.073130, 2.797931], [1.672291, -4.571248, -2.195352], [2.661947, -0.445912, -1.707913], [-4.982647, 4.400809, 1.742178], [2.525597, -4.124630, -1.667504], [0.813220, 1.175248, -0.077607]], "atomic_forces_ev_per_a": [[0.061, 0.211, 0.101], [-0.002, -0.310, -0.260], [0.248, -0.197, 0.013], [-0.423, 0.185, -0.524], [0.046, -0.062, -0.201], [0.125, -0.269, 0.102], [-0.603, -0.474, 0.621], [0.362, 0.506, -0.191], [0.574, 0.008, 0.301], [0.083, -0.685, 0.115], [-0.182, 0.066, 0.116], [-0.716, 0.282, 0.492], [0.464, -0.336, -0.129], [-0.583, -0.550, -0.560], [0.196, -0.048, 0.090], [0.180, -0.259, 0.216], [-0.246, 0.219, 0.007], [-0.244, 0.089, 0.154], [0.033, -0.014, -0.078], [0.207, 0.005, 0.000], [0.037, -0.316, 0.265], [0.074, 0.234, -0.120], [-1.029, -0.225, -0.572], [-0.817, 0.005, 0.657], [1.138, 0.496, -0.796], [0.234, 0.265, 0.003], [-0.102, -0.068, -0.378], [-0.076, 0.162, 0.321], [0.100, -0.245, 0.053], [-0.182, -0.062, -0.021], [0.122, -0.676, -0.026], [-0.047, 0.845, 0.184], [0.978, -1.018, -0.204], [0.903, 0.073, -0.349], [-0.127, -0.090, -0.068], [0.117, 0.110, -0.261], [-0.099, -0.242, -0.143], [-0.141, 0.009, 0.114], [-0.518, 0.216, 0.342], [-0.108, 0.176, -0.337], [-0.063, -0.327, -0.238], [-0.636, 0.326, 0.040], [0.258, 0.046, -0.168], [0.689, 0.487, -0.743], [-0.737, 0.881, 0.501], [0.062, 0.572, 0.411], [-0.020, 0.078, 0.049], [0.314, 0.046, 0.063], [-0.212, -0.549, 0.160], [-0.286, -0.094, 0.185], [-1.400, 0.550, -0.318], [0.172, -0.052, 0.228], [-0.336, 0.072, -0.120], [0.197, -0.263, -0.186], [-0.063, 0.037, 0.163], [0.030, -0.654, 0.019], [0.177, 0.374, 0.289], [-0.062, 0.241, -0.043], [0.339, 0.136, -0.003], [-0.129, 0.349, -0.024], [-0.218, 0.181, 0.240], [0.262, -0.301, -0.046], [-0.260, 0.960, -0.326], [1.859, -0.821, 0.112], [-0.182, 0.062, 0.011], [0.138, 0.527, 0.403], [-0.011, 0.309, 0.013], [0.280, 0.146, 0.032], [-0.220, -1.080, 0.375], [0.180, 0.101, -0.114], [-0.095, -0.274, 0.163], [-0.063, -0.076, -0.172]], "homo_energy_ev": -9.707, "energy_ha": -1704.5159, "total_charge": 1, "max_force_ev_per_a": 2.0, "orbital_gap_ev": 5.67}